#one
DFT (wB97M-V/def2-TZVPD) results for 2 unconnected molecules or ions with the total composition C3H10S.

The geometry in ORCA input format:
```
! RIJCOSX wB97M-V def2-TZVPD def2/J DEFGRID3
* xyz 0 1
C 0.007 1.639 -0.398
C 1.384 2.184 0.071
H -0.564 1.284 0.460
H -0.547 2.419 -0.911
H 0.085 0.816 -1.104
H 1.356 3.263 -0.048
H 2.197 1.775 -0.523
H 1.574 1.885 1.092
C -1.255 -2.477 -0.128
S 0.192 -3.287 0.645
H 0.190 -2.519 1.734
H -1.490 -1.581 0.429
H -2.105 -3.160 -0.159
H -1.023 -2.240 -1.159
*
```

Kohn-Sham gap	9.984	eV
SMILES string	CC.CS
LUMO level	0.91	eV
M	78.18	g mol⁻¹

In the Löwdin picture, each atom carries the following charge in e: atom 1 (C): -0.164, atom 2 (C): -0.155, atom 3 (H): 0.053, atom 4 (H): 0.054, atom 5 (H): 0.051, atom 6 (H): 0.057, atom 7 (H): 0.056, atom 8 (H): 0.053, atom 9 (C): -0.484, atom 10 (S): 0.607, atom 11 (H): -0.175, atom 12 (H): 0.014, atom 13 (H): 0.020, atom 14 (H): 0.013

#two
DFT (wB97M-V/def2-TZVPD) results for 2 unconnected molecules or ions with the total composition C3H10S.

The geometry in ORCA input format:
```
! RIJCOSX wB97M-V def2-TZVPD def2/J DEFGRID3
* xyz 0 1
C -1.310 -0.579 2.643
S -0.938 -0.966 0.907
H -0.640 -0.704 3.550
H -2.195 -1.037 3.072
H -1.508 0.527 2.493
H -2.110 -1.056 0.446
C 0.945 1.141 -1.929
C 1.263 -0.219 -1.308
H 0.296 1.672 -1.383
H 1.916 1.710 -1.972
H 0.441 1.042 -2.900
H 1.305 -0.111 -0.179
H 2.175 -0.584 -1.850
H 0.360 -0.836 -1.591
*
```

Kohn-Sham gap	9.944	eV
SMILES string	CC.CS
LUMO level	0.92	eV
M	78.18	g mol⁻¹

In the Löwdin picture, each atom carries the following charge in e: atom 1 (C): -0.487, atom 2 (S): 0.699, atom 3 (H): 0.059, atom 4 (H): 0.014, atom 5 (H): 0.025, atom 6 (H): -0.195, atom 7 (C): -0.188, atom 8 (C): -0.230, atom 9 (H): 0.002, atom 10 (H): 0.083, atom 11 (H): 0.071, atom 12 (H): 0.029, atom 13 (H): 0.074, atom 14 (H): 0.046

Of them, #two has the lowest stability.

#one
DFT (wB97M-V/def2-TZVPD) results for 4 unconnected molecules or ions with the total composition C2H11NO4.

The geometry in ORCA input format:
```
! RIJCOSX wB97M-V def2-TZVPD def2/J DEFGRID3
* xyz 0 1
C 0.336 0.610 -0.678
C 0.004 2.022 -0.152
N 0.753 3.135 -0.576
O -0.967 2.199 0.604
H 1.391 0.431 -0.639
H -0.073 0.594 -1.642
H -0.209 -0.228 -0.230
H 1.673 3.078 -0.893
H 0.332 4.010 -0.309
H -0.963 1.210 2.345
H -0.289 1.418 3.588
O -1.028 0.896 3.227
H 0.408 -2.182 -2.757
H -1.012 -2.449 -3.140
O -0.222 -2.091 -3.526
H 0.118 -4.288 0.828
H -0.401 -3.884 2.232
O 0.148 -4.483 1.718
*
```

Kohn-Sham gap	10.488	eV
SMILES string	CC(N)=O.O.O.O
LUMO level	0.10	eV
M	113.11	g mol⁻¹

In the Löwdin picture, each atom carries the following charge in e: atom 1 (C): 0.002, atom 2 (C): -0.486, atom 3 (N): 0.154, atom 4 (O): 0.000, atom 5 (H): 0.071, atom 6 (H): 0.057, atom 7 (H): 0.087, atom 8 (H): 0.072, atom 9 (H): 0.104, atom 10 (H): -0.047, atom 11 (H): 0.044, atom 12 (O): -0.059, atom 13 (H): 0.057, atom 14 (H): 0.016, atom 15 (O): -0.070, atom 16 (H): -0.022, atom 17 (H): 0.044, atom 18 (O): -0.022

#two
DFT (wB97M-V/def2-TZVPD) results for 4 unconnected molecules or ions with the total composition C2H11NO4.

The geometry in ORCA input format:
```
! RIJCOSX wB97M-V def2-TZVPD def2/J DEFGRID3
* xyz 0 1
C -3.743 1.285 -2.176
C -2.449 0.923 -3.005
N -1.632 0.075 -2.209
O -2.222 1.024 -4.241
H -4.328 1.945 -2.844
H -4.168 0.296 -1.741
H -3.306 1.780 -1.299
H -1.238 0.473 -1.301
H -0.965 -0.695 -2.674
H 3.415 -1.803 0.981
H 2.740 -1.973 2.260
O 2.837 -2.332 1.454
H -1.235 0.490 3.600
H -1.413 2.114 3.907
O -1.501 1.323 3.222
H 6.571 -1.887 1.259
H 5.988 -1.226 2.583
O 6.650 -1.814 2.226
*
```

Kohn-Sham gap	9.901	eV
SMILES string	CC(N)=O.O.O.O
LUMO level	0.21	eV
M	113.11	g mol⁻¹

In the Löwdin picture, each atom carries the following charge in e: atom 1 (C): -0.027, atom 2 (C): -0.522, atom 3 (N): 0.039, atom 4 (O): -0.004, atom 5 (H): 0.078, atom 6 (H): 0.110, atom 7 (H): 0.062, atom 8 (H): 0.110, atom 9 (H): 0.154, atom 10 (H): -0.004, atom 11 (H): -0.029, atom 12 (O): 0.032, atom 13 (H): 0.007, atom 14 (H): 0.106, atom 15 (O): -0.114, atom 16 (H): 0.043, atom 17 (H): 0.018, atom 18 (O): -0.060

#three
DFT (wB97M-V/def2-TZVPD) results for 4 unconnected molecules or ions with the total composition C2H11NO4.

The geometry in ORCA input format:
```
! RIJCOSX wB97M-V def2-TZVPD def2/J DEFGRID3
* xyz 0 1
C -0.307 1.383 1.444
N -0.223 0.053 1.335
C -0.969 -0.784 2.287
O 0.474 2.182 0.944
H -1.325 1.715 1.766
H 0.384 -0.206 0.567
H -1.656 -1.499 1.796
H -0.289 -1.034 3.103
H -1.693 -0.094 2.753
H 1.375 -0.162 -2.587
H 0.733 0.044 -3.980
O 0.785 -0.558 -3.234
H 1.375 1.379 -0.973
H 2.671 1.346 -0.120
O 2.217 0.930 -0.851
H -0.827 -1.053 -1.822
H -1.391 -2.279 -1.366
O -1.332 -1.365 -1.063
*
```

Kohn-Sham gap	10.443	eV
SMILES string	CNC=O.O.O.O
LUMO level	0.73	eV
M	113.11	g mol⁻¹

In the Löwdin picture, each atom carries the following charge in e: atom 1 (C): -0.383, atom 2 (N): -0.029, atom 3 (C): -0.068, atom 4 (O): -0.016, atom 5 (H): 0.139, atom 6 (H): 0.118, atom 7 (H): 0.087, atom 8 (H): 0.083, atom 9 (H): 0.074, atom 10 (H): 0.006, atom 11 (H): 0.048, atom 12 (O): -0.043, atom 13 (H): 0.021, atom 14 (H): 0.041, atom 15 (O): -0.062, atom 16 (H): -0.001, atom 17 (H): 0.045, atom 18 (O): -0.060

Of them, #two has the lowest stability.

#one
DFT (wB97M-V/def2-TZVPD) results for C3H5N3OS in the gas phase.

The geometry in ORCA input format:
```
! RIJCOSX wB97M-V def2-TZVPD def2/J DEFGRID3
* xyz 0 1
C -1.750 -0.362 -0.494
C -1.358 0.703 -1.275
C -0.152 -0.125 1.214
N -1.082 -0.655 0.557
N 1.886 -1.406 1.007
N 1.012 -0.360 1.596
O 0.083 2.674 -2.061
S 0.117 1.516 -1.128
H -2.780 -0.759 -0.692
H -2.015 1.177 -1.955
H 2.840 -1.075 0.967
H 1.598 -1.502 0.057
H 1.600 0.174 2.207
*
```

Kohn-Sham gap (alpha / beta)	7.218 / 7.220	eV
LUMO level (alpha / beta)	-0.56 / -0.56	eV
M	131.16	g mol⁻¹

In the Löwdin picture, each atom carries the following charge in e: atom 1 (C): -0.278, atom 2 (C): -0.350, atom 3 (C): -0.223, atom 4 (N): 0.067, atom 5 (N): 0.071, atom 6 (N): -0.026, atom 7 (O): -0.611, atom 8 (S): 0.895, atom 9 (H): 0.127, atom 10 (H): 0.062, atom 11 (H): 0.072, atom 12 (H): 0.058, atom 13 (H): 0.136

#two
DFT (wB97M-V/def2-TZVPD) results for C3H5N3OS in the gas phase.

The geometry in ORCA input format:
```
! RIJCOSX wB97M-V def2-TZVPD def2/J DEFGRID3
* xyz 0 1
C 1.423 -0.322 0.060
C 0.448 -1.306 0.067
C -0.657 -0.559 -0.095
H -0.774 2.304 0.841
H -1.347 2.280 -0.631
H 3.223 0.184 0.099
H 0.627 -2.291 0.170
H -2.620 -2.166 -0.328
N -1.288 1.665 0.207
N -0.328 0.717 -0.209
N 1.029 0.947 -0.227
O 2.688 -0.677 0.041
S -2.424 -0.776 0.006
*
```

Kohn-Sham gap	9.272	eV
SMILES string	Nn1nc(O)cc1S
LUMO level	0.76	eV
M	131.16	g mol⁻¹

In the Löwdin picture, each atom carries the following charge in e: atom 1 (C): -0.458, atom 2 (C): -0.004, atom 3 (C): -0.630, atom 4 (H): 0.104, atom 5 (H): 0.106, atom 6 (H): 0.158, atom 7 (H): 0.084, atom 8 (H): -0.082, atom 9 (N): 0.044, atom 10 (N): -0.303, atom 11 (N): 0.145, atom 12 (O): 0.069, atom 13 (S): 0.768

Of them, #one has the lowest stability.